# 1
Molecular formula: C6H12O3
Method: DFT, wB97M-V/def2-TZVPD

Last column: Löwdin charge in e.
CARTESIAN COORDINATES (ANGSTROEM)
C 1.5404 0.4425 0.2850  -0.3346
C 2.8570 -0.3240 0.2874  -0.0366
O 1.5634 1.5702 -0.5391  -0.0177
H 1.6323 1.2696 -1.4550  0.0993
H 1.2940 0.7800 1.2958  0.1482
H -0.5102 0.6711 0.2231  0.1223
H 2.7918 -1.1920 0.9390  0.0850
H 3.0934 -0.6701 -0.7191  0.0879
H 3.6571 0.3307 0.6305  0.0852
C -2.3254 -0.1220 1.3492  -0.0899
C 0.3787 -0.6944 -0.2191  -0.5433
C -1.7030 0.4114 0.1059  -0.2478
C -2.3169 0.6739 -1.0344  0.0159
O 0.4155 -0.6578 -1.5857  0.0624
O 0.2168 -1.7277 0.3964  0.0782
H -0.0005 -1.4683 -1.9130  0.1353
H -2.2024 0.5771 2.1782  0.0802
H -3.3885 -0.3113 1.2031  0.0774
H -1.8445 -1.0564 1.6407  0.0697
H -3.3603 0.4252 -1.1819  0.0635
H -1.7885 1.0721 -1.8871  0.0596

## Properties
- E_LUMO (eV) = 0.7
- SMILES = C[C@@H](O)C(=O)O.C=CC
- energy relative to the best compared isomer or geometry (same formula, charge and spin) (eV) = 2.731

=====

# 2
Molecular formula: C2H4N2O3
Method: DFT, wB97M-V/def2-TZVPD

Last column: Löwdin charge in e.
CARTESIAN COORDINATES (ANGSTROEM)
C -1.5319 -0.4913 -0.1046  0.0103
C -0.3146 0.2737 0.2037  -0.3225
O 0.6247 -0.9552 -1.5232  -0.0439
O 2.3776 0.8812 0.7421  0.0120
N 0.8670 -0.2182 -0.5550  -0.2550
N 2.0639 0.0641 -0.2719  0.0826
O -0.2091 1.2167 0.9621  0.1230
H 1.5978 1.2845 1.1788  0.0820
H -1.4021 -1.5417 0.1677  0.1106
H -1.6712 -0.4605 -1.1868  0.1005
H -2.4020 -0.0532 0.3871  0.1004

## Properties
- E_LUMO (spin up / spin down) (eV) = -0.8 / -0.8
- SMILES = CC(=O)/[N+]([O-])=N\O
- energy relative to the best compared isomer or geometry (same formula, charge and spin) (eV) = 5.557

=====

# 3
Molecular formula: C27H56N2O17P4
Method: DFT, wB97M-V/def2-TZVPD

Last column: Löwdin charge in e.
CARTESIAN COORDINATES (ANGSTROEM)
C 1.0928 -2.5998 4.7541  -0.1130
O 0.1070 -2.9508 3.8016  -0.1971
C 0.3157 -2.3963 2.5092  -0.2237
C -0.2145 -0.9538 2.3848  -0.1452
C -1.3064 -0.7867 1.2999  -0.1795
C -0.9473 0.2633 0.2212  -0.1941
C -0.3639 -0.3775 -1.0588  -0.1708
C 1.0656 0.1119 -1.3920  -0.1318
C 1.0055 1.3973 -2.1587  -0.2660
C 1.2694 1.4006 -3.5502  -0.0725
N 1.2183 2.4559 -4.3063  0.1405
C 0.8638 3.6059 -3.6596  -0.2260
C 0.7647 4.8116 -4.3852  -0.0193
C 0.4083 5.9834 -3.7618  -0.0770
C 0.1310 6.0038 -2.3800  -0.0819
C 0.2370 4.8390 -1.6610  -0.0178
C 0.5996 3.6250 -2.2826  -0.2067
N 0.6917 2.4921 -1.5240  0.1963
H 0.6126 -2.1310 5.6094  0.0776
H 1.8316 -1.9111 4.3516  0.0839
H 1.6027 -3.5002 5.0927  0.0799
H -0.1727 -3.0669 1.8118  0.1115
H 1.3793 -2.4047 2.2623  0.1104
H -0.6354 -0.6451 3.3350  0.1048
H 0.6165 -0.2865 2.1795  0.0991
H -2.2361 -0.4880 1.7711  0.0996
H -1.4954 -1.7314 0.8020  0.0920
H -1.8323 0.8472 -0.0128  0.1012
H -0.2246 0.9729 0.6004  0.0853
H -0.3966 -1.4601 -1.0210  0.0848
H -0.9998 -0.0820 -1.8927  0.1085
H 1.5703 0.3383 -0.4585  0.1108
H 1.6115 -0.6437 -1.9457  0.1001
H 1.5386 0.4633 -4.0164  0.0944
H 0.9637 4.8248 -5.4435  0.1068
H 0.3271 6.9072 -4.3124  0.1022
H -0.1571 6.9087 -1.8723  0.0959
H 0.0350 4.8131 -0.6032  0.1091
C 1.9561 -5.8266 -2.8120  -0.0884
O 1.4587 -5.3038 -4.0558  -0.2210
P 0.2985 -4.2162 -3.9995  0.3402
O 0.2673 -3.4347 -2.7635  -0.2195
O -1.0274 -5.0056 -4.3444  -0.1948
C -1.1202 -6.4162 -4.1305  -0.0871
O 0.5041 -3.3955 -5.3310  -0.1994
C 1.1672 -2.1264 -5.2655  -0.0934
H 2.3408 -6.8261 -3.0004  0.0905
H 2.7602 -5.1937 -2.4421  0.0902
H 1.1700 -5.8847 -2.0610  0.0795
H -0.8447 -6.6809 -3.1091  0.0823
H -0.4839 -6.9477 -4.8373  0.0924
H -2.1546 -6.7031 -4.2979  0.0916
H 1.6726 -1.9723 -6.2154  0.0915
H 1.8980 -2.0962 -4.4579  0.0799
H 0.4283 -1.3404 -5.1174  0.0852
C -2.2902 3.7955 6.4381  -0.0941
O -3.2568 2.8187 6.8547  -0.2240
P -3.6253 1.6322 5.8569  0.3334
O -2.5803 1.3149 4.8860  -0.2237
O -5.0368 2.0150 5.2530  -0.1987
C -5.4801 3.3712 5.1791  -0.0868
O -4.0384 0.4631 6.8308  -0.2047
C -3.0826 -0.5718 7.1067  -0.0853
H -2.5116 4.7194 6.9676  0.0886
H -1.2902 3.4565 6.7004  0.0897
H -2.3346 3.9758 5.3651  0.0815
H -4.7548 3.9970 4.6581  0.0865
H -5.6653 3.7662 6.1770  0.0910
H -6.4089 3.3725 4.6160  0.0899
H -3.2871 -0.9449 8.1070  0.0871
H -2.0614 -0.1974 7.0615  0.0829
H -3.2038 -1.3784 6.3864  0.0922
C -0.0768 -11.8240 1.2839  -0.0913
O -0.3921 -10.6914 0.4583  -0.2223
P 0.7023 -10.1615 -0.5685  0.3317
O 1.6720 -11.1663 -0.9990  -0.2205
O 1.3098 -8.8577 0.0911  -0.2068
C 1.2801 -8.6454 1.5058  -0.0816
O -0.1767 -9.5212 -1.7154  -0.2170
C -0.3827 -10.2849 -2.9136  -0.0880
H -0.6740 -11.7431 2.1890  0.0896
H -0.3332 -12.7420 0.7593  0.0904
H 0.9789 -11.8484 1.5495  0.0820
H 1.7260 -9.4847 2.0401  0.0864
H 0.2578 -8.4864 1.8451  0.0929
H 1.8657 -7.7531 1.7066  0.0904
H -1.3504 -10.0073 -3.3246  0.0863
H -0.3696 -11.3549 -2.7153  0.0851
H 0.3972 -10.0410 -3.6329  0.0905
C 1.7527 12.3002 -2.8780  -0.0936
O 2.4820 11.5419 -1.9006  -0.2228
P 1.7558 10.3242 -1.1748  0.3349
O 0.6530 9.7372 -1.9366  -0.2281
O 1.3860 10.8567 0.2691  -0.1996
C 1.2088 12.2495 0.5335  -0.0870
O 2.9454 9.3523 -0.8263  -0.2014
C 3.1779 8.2317 -1.6938  -0.0806
H 2.1781 13.3009 -2.8977  0.0890
H 1.8636 11.8386 -3.8570  0.0901
H 0.6938 12.3637 -2.6322  0.0810
H 0.4759 12.6910 -0.1425  0.0861
H 2.1582 12.7767 0.4501  0.0914
H 0.8401 12.3364 1.5516  0.0898
H 4.2364 7.9885 -1.6508  0.0892
H 2.9018 8.4574 -2.7225  0.0854
H 2.5963 7.3816 -1.3425  0.0810

## Properties
- E_LUMO (eV) = 0.2
- SMILES = COCCCCCCc1cnc2ccccc2n1.COP(=O)(OC)OC.COP(=O)(OC)OC.COP(=O)(OC)OC.COP(=O)(OC)OC
- energy relative to the best compared isomer or geometry (same formula, charge and spin) (eV) = 0.000